{"formula": "C2H5IN2O2", "method": "ωB97M-V/def2-TZVPD", "smiles": "C[C@H](I)N(O)N=O", "homo_lumo_gap_ha": 0.3558, "homo_ev": -9.8, "elements": ["H", "O", "N", "O", "H", "C", "I", "H", "H", "N", "H", "C"], "positions_angstrom": [[0.6083, -0.4806, -1.6820], [0.1635, 0.9828, 1.4809], [0.0710, 0.8828, -0.0167], [-0.6327, 2.8689, -0.1055], [-0.5436, -1.7748, 0.9166], [0.5228, -0.3867, -0.5174], [2.6055, -0.5633, 0.1963], [-0.2692, 1.9093, 1.6536], [-1.4381, -1.2254, -0.3861], [-0.3303, 1.8496, -0.6982], [-0.3188, -2.5618, -0.6917], [-0.4385, -1.5008, -0.1499]], "atomic_forces_ev_per_a": [[-0.1, 1.3, 2.3], [-1.1, 1.6, -2.1], [0.5, -1.2, 3.4], [-0.3, 0.5, 0.6], [0.7, 0.4, -0.3], [0.5, -1.1, -1.8], [-0.6, -0.3, -0.3], [0.9, -1.9, -0.9], [-0.8, 0.7, -0.6], [-0.2, 0.9, -1.7], [0.4, 2.6, 0.9], [0.2, -3.3, 0.5]]}